Record 1
Here is an isolated molecule of C3H9NP2 from the Open Molecules 2025 dataset. Energies are from ωB97M-V/def2-TZVPD.

The calculation puts the relative energy (zero: lowest compared OMol25 entry of this formula, charge and spin) at 90.1 kJ/mol. The SMILES is C[C@@]1(NP)CP1.

```
! wB97M-V def2-TZVPD RIJCOSX def2/J DEFGRID3
* xyz 0 1
P 0.945 1.036 -1.151
P 0.401 -2.391 -0.997
N 0.151 -1.337 0.317
C 0.032 0.727 1.598
C -0.021 0.070 0.237
C -0.861 0.685 -0.820
H -0.200 1.788 1.516
H 0.748 -1.582 1.101
H -0.688 0.258 2.268
H -0.853 -2.212 -1.597
H 1.002 -1.495 -1.906
H -1.505 1.503 -0.528
H 1.028 0.625 2.027
H 1.140 2.319 -0.533
H -1.318 0.006 -1.532
*
```

Record 2
Here is an isolated molecule of C3H9NS from the Open Molecules 2025 dataset. Energies are from ωB97M-V/def2-TZVPD.

The calculation puts the relative energy (zero: lowest compared OMol25 entry of this formula, charge and spin) at 60.9 kJ/mol. The SMILES is C[C@@H](N)CS.

```
! wB97M-V def2-TZVPD RIJCOSX def2/J DEFGRID3
* xyz 0 1
S -0.301 2.433 0.122
N -0.120 -0.027 -1.612
C 0.347 -0.222 -0.221
C 0.231 -1.705 0.149
C -0.326 0.707 0.757
H 0.130 -1.942 1.243
H 0.295 3.009 1.134
H -1.451 0.414 0.859
H -0.657 -2.199 -0.492
H -1.145 0.202 -1.467
H 1.414 0.056 -0.144
H 1.140 -2.165 -0.209
H 0.121 0.629 1.790
H 0.322 0.810 -1.909
*
```

Record 3
Here is a 2-piece molecular cluster, C3H9NS overall from the Open Molecules 2025 dataset. Energies are from ωB97M-V/def2-TZVPD.

The calculation puts the relative energy (zero: lowest compared OMol25 entry of this formula, charge and spin) at 111.4 kJ/mol. The SMILES is C=N.CCS.

```
! wB97M-V def2-TZVPD RIJCOSX def2/J DEFGRID3
* xyz 0 1
S 0.452 0.435 -2.457
N -1.008 0.968 2.608
C -1.686 1.413 1.647
C 0.535 -1.036 -1.409
C 1.307 -0.764 -0.118
H 0.894 -1.382 0.677
H 2.352 -1.058 -0.215
H 0.938 -1.851 -2.001
H 0.857 -0.108 -3.621
H -2.618 1.974 1.753
H 1.305 0.286 0.158
H -0.485 -1.298 -1.132
H -1.391 1.227 0.617
H -1.453 1.195 3.493
*
```

Record 4
Here is an isolated molecule of C3H9NS from the Open Molecules 2025 dataset. Energies are from ωB97M-V/def2-TZVPD.

The calculation puts the relative energy (zero: lowest compared OMol25 entry of this formula, charge and spin) at 114.1 kJ/mol.

```
! wB97M-V def2-TZVPD RIJCOSX def2/J DEFGRID3
* xyz 0 3
S -0.644 -0.018 -1.317
N -1.925 -0.838 -0.843
C 0.592 0.665 1.576
C 0.691 -1.290 -1.173
C -0.068 1.173 0.327
H 0.184 -0.251 1.858
H 1.539 -0.740 -0.835
H 1.641 0.503 1.450
H 0.714 -1.787 -2.134
H 0.544 1.320 2.450
H 0.366 2.096 -0.166
H -2.790 -0.348 -1.177
H -1.150 1.504 0.454
H 0.305 -1.990 -0.469
*
```

Record 5
Here is a 2-piece molecular cluster, C3H9NS2 overall from the Open Molecules 2025 dataset. Energies are from ωB97M-V/def2-TZVPD.

The calculation puts the relative energy (zero: lowest compared OMol25 entry of this formula, charge and spin) at 425.6 kJ/mol.

```
! wB97M-V def2-TZVPD RIJCOSX def2/J DEFGRID3
* xyz 0 1
S -2.295 0.968 -0.200
S 3.454 0.776 0.338
N 0.481 -0.790 -0.520
C -0.565 1.491 -0.065
C 0.550 0.458 0.231
C -0.313 -1.819 0.184
H 1.439 -1.095 -0.641
H -0.522 -2.581 -0.557
H -0.230 2.052 -0.935
H 0.069 -2.226 1.126
H -2.404 0.846 -1.535
H 1.572 0.867 -0.004
H -1.231 -1.352 0.514
H 0.626 0.213 1.301
H -0.630 2.192 0.764
*
```

Record 6
Here is a 2-piece molecular cluster, C3H9O overall from the Open Molecules 2025 dataset. Energies are from ωB97M-V/def2-TZVPD.

The calculation puts the relative energy (zero: lowest compared OMol25 entry of this formula, charge and spin) at 40.4 kJ/mol.

```
! wB97M-V def2-TZVPD RIJCOSX def2/J DEFGRID3
* xyz -1 1
O -2.658 2.148 -2.141
C 0.142 -0.886 0.485
C -0.417 0.424 -0.122
C 1.678 -0.929 0.620
H 2.059 -0.153 1.295
H 2.013 -1.882 1.043
H 1.994 -0.776 -0.423
H -0.290 -0.920 1.501
H -0.253 -1.745 -0.072
H 0.242 1.250 0.152
H -1.451 0.654 0.093
H -0.387 0.418 -1.220
H -2.671 2.398 -1.210
*
```

Record 7
Here is a 2-piece molecular cluster, C3H9O overall from the Open Molecules 2025 dataset. Energies are from ωB97M-V/def2-TZVPD.

The calculation puts the relative energy (zero: lowest compared OMol25 entry of this formula, charge and spin) at 88.2 kJ/mol.

```
! wB97M-V def2-TZVPD RIJCOSX def2/J DEFGRID3
* xyz -1 1
O 0.274 1.480 -2.875
C 0.127 0.402 0.525
C -0.016 -0.685 -0.626
C 0.048 -0.295 1.911
H -0.368 0.367 2.692
H 0.766 -1.419 -0.365
H -1.163 -0.977 -0.702
H 0.143 -0.264 -1.656
H -0.632 -1.131 1.539
H 0.963 0.975 0.438
H -0.701 1.148 0.385
H 0.970 -0.789 2.247
H -0.411 1.188 -3.513
*
```

Record 8
Here is a 2-piece molecular cluster, C3H9O overall from the Open Molecules 2025 dataset. Energies are from ωB97M-V/def2-TZVPD.

The calculation puts the relative energy (zero: lowest compared OMol25 entry of this formula, charge and spin) at 59.3 kJ/mol.

```
! wB97M-V def2-TZVPD RIJCOSX def2/J DEFGRID3
* xyz -1 1
O 2.693 0.920 0.270
C -0.727 0.724 0.609
C -1.596 -1.125 -0.986
C -0.477 -0.654 0.003
H -1.944 -0.395 -1.622
H -1.344 -1.980 -1.631
H 0.222 0.967 1.167
H -2.534 -1.370 -0.460
H -1.436 0.659 1.415
H 0.518 -0.717 -0.574
H -0.990 1.610 0.060
H -0.327 -1.403 0.826
H 3.084 1.599 0.908
*
```

Record 9
Here is C3H9O11P2SW as an isolated structure from the Open Molecules 2025 dataset. Energies are from ωB97M-V/def2-TZVPD.

The calculation puts the relative energy (zero: lowest compared OMol25 entry of this formula, charge and spin) at 168.2 kJ/mol.

```
! wB97M-V def2-TZVPD RIJCOSX def2/J DEFGRID3
* xyz 1 1
W -1.757 0.467 -0.442
S -3.335 -0.736 1.242
P 1.230 1.185 0.260
P 0.411 -1.618 -0.316
O -2.334 0.528 1.362
O 2.486 2.107 0.350
O 2.595 -0.837 1.041
O -0.432 -0.643 -1.297
O -4.640 -0.229 1.038
O 0.595 -3.019 -0.644
O 0.103 1.702 -0.633
O -3.017 -1.712 2.208
O -2.743 -1.146 -0.189
O -0.297 -1.342 1.082
O 0.578 1.156 1.686
C 2.680 -0.499 -1.420
C 1.871 -0.500 -0.125
C -2.727 1.800 -1.432
H 2.368 3.048 0.162
H 3.039 -1.510 -1.616
H 2.061 -0.198 -2.265
H 3.454 -1.214 0.803
H 3.528 0.182 -1.346
H -0.651 -2.119 1.547
H -2.339 2.591 -2.071
H -3.821 1.791 -1.396
H 1.091 0.763 2.407
*
```

Record 10
Here is a 2-piece molecular cluster, C3H9O2 overall from the Open Molecules 2025 dataset. Energies are from ωB97M-V/def2-TZVPD.

The calculation puts the relative energy (zero: lowest compared OMol25 entry of this formula, charge and spin) at 118.8 kJ/mol.

```
! wB97M-V def2-TZVPD RIJCOSX def2/J DEFGRID3
* xyz -1 1
O 0.993 0.122 1.796
O -3.044 -1.414 0.840
C 1.692 0.885 -0.923
C 0.062 0.109 0.878
C 0.481 0.053 -0.598
H -0.404 0.464 -0.976
H 1.987 0.715 -1.997
H 1.376 1.949 -0.780
H -2.505 -2.170 0.687
H -2.541 -0.770 0.353
H 2.573 0.703 -0.177
H 0.671 -0.961 -0.949
H -0.670 -0.704 1.010
H -0.671 1.020 0.837
*
```

Record 11
Here is a 2-piece molecular cluster, C3H9O2 overall from the Open Molecules 2025 dataset. Energies are from ωB97M-V/def2-TZVPD.

The calculation puts the relative energy (zero: lowest compared OMol25 entry of this formula, charge and spin) at 141.4 kJ/mol.

```
! wB97M-V def2-TZVPD RIJCOSX def2/J DEFGRID3
* xyz -1 1
O -0.421 -2.232 -1.738
O 1.599 2.307 2.837
C 0.628 0.269 -0.812
C -1.189 -1.589 -0.843
C -0.844 -0.144 -0.476
H 1.259 -0.483 -0.296
H 1.419 1.575 3.433
H -2.330 -1.546 -1.336
H 2.290 1.951 2.268
H -1.421 -2.185 0.060
H 0.788 1.332 -0.733
H 0.731 0.057 -1.894
H -1.066 0.125 0.588
H -1.441 0.563 -1.058
*
```

Record 12
Here is a 2-piece molecular cluster, C3H9O2 overall from the Open Molecules 2025 dataset. Energies are from ωB97M-V/def2-TZVPD.

The calculation puts the relative energy (zero: lowest compared OMol25 entry of this formula, charge and spin) at 176.9 kJ/mol.

```
! wB97M-V def2-TZVPD RIJCOSX def2/J DEFGRID3
* xyz -1 1
O -1.760 -0.242 -0.212
O -0.316 -1.881 -1.154
C 0.178 1.430 0.789
C 0.945 -1.444 -1.115
C -1.195 0.641 0.710
H -0.877 -1.083 -0.739
H -1.939 1.438 0.949
H -0.966 0.083 1.659
H -0.026 2.526 0.949
H 1.155 -0.762 -2.047
H 0.822 1.249 -0.062
H 1.872 -2.206 -1.234
H 1.395 -0.975 -0.203
H 0.713 1.225 1.712
*
```

Record 13
Here is a 2-piece molecular cluster, C3H9O2 overall from the Open Molecules 2025 dataset. Energies are from ωB97M-V/def2-TZVPD.

The calculation puts the relative energy (zero: lowest compared OMol25 entry of this formula, charge and spin) at 166.3 kJ/mol.

```
! wB97M-V def2-TZVPD RIJCOSX def2/J DEFGRID3
* xyz -1 1
O 0.915 -2.241 -0.590
O -0.990 1.107 0.365
C 1.751 -0.175 0.203
C 0.456 -0.942 -0.118
C -1.979 2.108 0.162
H -1.518 3.050 -0.156
H -2.804 1.908 -0.634
H -0.075 -0.505 -0.978
H -2.504 2.384 1.048
H 0.231 -2.949 -0.496
H 1.426 0.865 0.349
H 2.434 -0.099 -0.617
H -0.184 -0.978 0.680
H 2.221 -0.548 1.126
*
```

Record 14
Here is a 2-piece molecular cluster, C3H9O2 overall from the Open Molecules 2025 dataset. Energies are from ωB97M-V/def2-TZVPD.

The calculation puts the relative energy (zero: lowest compared OMol25 entry of this formula, charge and spin) at 116.0 kJ/mol.

```
! wB97M-V def2-TZVPD RIJCOSX def2/J DEFGRID3
* xyz -2 2
O -0.143 0.248 -1.227
O -4.845 -0.165 0.090
C 1.896 0.499 0.219
C 1.001 -0.394 -0.802
C 2.689 -0.021 1.476
H 3.431 -0.764 1.247
H 2.616 0.930 -0.419
H 0.707 -1.253 -0.144
H -3.922 -0.097 0.499
H 2.016 -0.423 2.292
H 1.219 1.232 0.556
H 3.317 0.868 1.862
H -4.667 -0.871 -0.593
H 1.672 -0.791 -1.570
*
```

Record 15
Here is a 2-piece molecular cluster, C3H9O2PS overall from the Open Molecules 2025 dataset. Energies are from ωB97M-V/def2-TZVPD.

The calculation puts the relative energy (zero: lowest compared OMol25 entry of this formula, charge and spin) at 288.5 kJ/mol.

```
! wB97M-V def2-TZVPD RIJCOSX def2/J DEFGRID3
* xyz 0 1
S -1.533 0.830 0.665
P 0.443 0.663 -0.206
O -2.459 0.506 -0.455
O 1.470 0.601 0.842
C -0.364 -1.954 2.734
C 0.555 2.112 -1.332
C 0.317 -0.801 -1.303
H 0.663 3.005 -0.721
H -0.499 -2.714 1.993
H 0.280 -1.691 -0.679
H 0.519 -1.351 2.721
H -1.102 -1.818 3.492
H -0.339 2.187 -1.944
H -0.583 -0.733 -1.906
H 1.433 2.001 -1.963
H 1.199 -0.843 -1.937
*
```

Record 16
Here is a 2-piece molecular cluster, C3H9O2S2 overall from the Open Molecules 2025 dataset. Energies are from ωB97M-V/def2-TZVPD.

The calculation puts the relative energy (zero: lowest compared OMol25 entry of this formula, charge and spin) at 34.1 kJ/mol.

```
! wB97M-V def2-TZVPD RIJCOSX def2/J DEFGRID3
* xyz -1 1
S 0.007 1.954 0.935
S 0.648 0.186 1.749
O -0.634 -1.375 -2.207
O 1.514 0.800 -2.103
C -1.226 -1.181 0.173
C -1.561 -1.782 -1.171
C 0.240 -1.077 0.486
H 1.507 1.461 -1.377
H -1.280 -2.833 -1.177
H 0.939 -0.922 -0.332
H -1.716 -1.819 0.920
H -1.837 -0.314 0.453
H -0.469 -0.432 -2.133
H -2.578 -1.523 -1.411
H 2.202 0.203 -1.812
H 0.545 -2.020 0.967
*
```

Record 17
Here is a 2-piece molecular cluster, C3H9O3 overall from the Open Molecules 2025 dataset. Energies are from ωB97M-V/def2-TZVPD.

The calculation puts the relative energy (zero: lowest compared OMol25 entry of this formula, charge and spin) at 286.5 kJ/mol.

```
! wB97M-V def2-TZVPD RIJCOSX def2/J DEFGRID3
* xyz -1 1
O 0.895 1.071 -0.599
O 3.218 0.714 -0.119
O -3.279 -0.239 0.526
C 0.408 -0.298 -0.077
C -0.877 -0.727 0.730
C -2.076 -0.279 -0.091
H 3.820 1.450 -0.132
H -0.869 -1.808 0.864
H 1.189 -0.870 0.481
H -1.177 -0.299 1.736
H 2.178 0.713 -0.314
H -1.918 -0.888 -1.067
H 0.003 1.433 -0.459
H -1.909 0.777 -0.425
H 0.396 -0.748 -1.055
*
```

Record 18
Here is a 2-piece molecular cluster, C3H9O3P overall from the Open Molecules 2025 dataset. Energies are from ωB97M-V/def2-TZVPD.

The calculation puts the relative energy (zero: lowest compared OMol25 entry of this formula, charge and spin) at 256.8 kJ/mol. The SMILES is COP(C)O.C=O.

```
! wB97M-V def2-TZVPD RIJCOSX def2/J DEFGRID3
* xyz 0 1
P 0.392 0.237 -0.085
O -0.082 0.363 2.914
O -0.839 -0.747 -0.438
O 1.145 -0.866 0.713
C -1.874 -0.562 -1.346
C 1.639 -0.266 -1.462
C 0.020 1.577 2.744
H -0.551 2.156 2.028
H 0.859 1.985 3.219
H 0.551 -1.151 1.618
H -2.784 0.111 -0.953
H 1.740 -1.254 -1.078
H -2.253 -1.536 -1.656
H 1.058 -0.497 -2.339
H 2.448 0.362 -1.713
H -1.469 0.088 -2.167
*
```

Record 19
Here is a 3-piece molecular cluster, C3H9O4S overall from the Open Molecules 2025 dataset. Energies are from ωB97M-V/def2-TZVPD.

The calculation puts the relative energy (zero: lowest compared OMol25 entry of this formula, charge and spin) at 629.5 kJ/mol.

```
! wB97M-V def2-TZVPD RIJCOSX def2/J DEFGRID3
* xyz -1 1
S -2.214 0.902 -1.051
O -1.449 -2.984 -0.911
O 1.775 2.230 0.840
O 0.967 -0.023 1.693
O 0.576 -2.079 0.594
C -0.504 1.238 -0.546
C 0.246 -0.785 0.742
C 0.320 -0.018 -0.655
H 1.382 0.218 -0.779
H -0.664 -2.720 -0.347
H 0.028 -0.719 -1.425
H -0.130 2.102 -1.091
H 1.256 0.812 1.211
H -0.576 1.566 0.502
H -1.953 -2.160 -1.010
H 1.774 3.119 1.200
H -0.836 -0.699 1.032
*
```

Record 20
Here is a 4-piece molecular cluster, C3H9O5 overall from the Open Molecules 2025 dataset. Energies are from ωB97M-V/def2-TZVPD.

The calculation puts the relative energy (zero: lowest compared OMol25 entry of this formula, charge and spin) at 910.3 kJ/mol.

```
! wB97M-V def2-TZVPD RIJCOSX def2/J DEFGRID3
* xyz -1 1
O -0.975 -1.494 -1.313
O 2.245 -1.951 0.742
O -1.381 2.493 0.886
O 0.441 1.314 2.111
O -0.727 0.134 -3.025
C 0.120 -1.056 -0.599
C 0.569 0.238 1.401
C -0.177 0.104 0.207
H 1.056 -0.842 -1.158
H 3.136 -2.193 1.024
H -0.772 0.974 -0.117
H 0.369 -1.873 0.103
H -0.928 -0.890 -2.227
H -1.494 0.493 -3.482
H -0.391 1.837 1.799
H -1.892 3.302 0.911
H 1.063 -0.620 1.819
*
```